a:
A molecular structure, C3H6NO. Source: the Open Molecules 2025 dataset; level of theory: the ωB97M-V functional and the def2-TZVPD basis.

```
11
Properties=species:S:1:pos:R:3
C 0.112 -1.320 -0.166
C -0.477 1.078 -0.332
C 0.975 -0.140 0.333
N -0.519 -0.151 0.513
O 0.909 0.961 -0.620
H -0.188 -1.267 -1.250
H 0.103 -2.058 0.527
H -0.971 1.097 -1.359
H -0.739 2.067 0.101
H 1.852 -0.082 0.938
H -1.057 -0.185 1.316
```

Summary:
- HOMO level (Ha) = -0.5790
- orbital gap (eV) = 12.2
- charge = +1

b:
A molecular structure, C3H6NO. Source: the Open Molecules 2025 dataset; level of theory: the ωB97M-V functional and the def2-TZVPD basis.

```
11
Properties=species:S:1:pos:R:3
C -2.312 -0.010 0.156
C -1.182 -0.087 -0.272
C 0.234 -0.423 -0.473
N 1.082 0.793 0.134
O 0.626 -1.579 0.011
H -3.367 0.086 0.351
H 0.949 -0.108 -1.663
H 0.578 0.957 1.050
H 1.129 1.645 -0.436
H 2.139 0.531 0.301
H 0.125 -1.804 0.839
```

Summary:
- HOMO level (Ha) = -0.5682
- orbital gap (eV) = 11.3
- charge = +1

Decreasing stability: a, b